99
Properties=species:S:1:pos:R:3:forces:R:3 method="wB97M-V/def2-TZVPD" e_tot_ha=-9226.0864 total_charge=+3 homo_energy_ev=-13.06
C -2.926665 4.047073 1.274483 -0.35 -1.13 0.49
C -3.306968 2.483783 1.190008 0.37 -0.10 -0.33
C -3.422002 1.946575 -0.302087 0.48 -1.39 -2.55
C -2.136752 1.523589 -0.977529 -1.67 -0.31 -1.35
C -2.006153 0.960569 -2.381668 -2.02 1.11 0.80
C -0.560342 0.528956 -2.922174 -1.22 -0.29 -0.10
C -0.186995 -0.978333 -2.371341 -0.10 0.61 -1.12
C -0.151994 -1.060243 -0.799372 1.08 0.39 -0.72
S 0.393689 -2.728112 -0.154326 0.04 0.28 0.25
C 2.131034 -2.445419 0.355136 1.76 0.81 -1.29
S 3.324458 -2.335081 -0.821000 -1.81 0.00 1.54
N 2.528119 -2.257672 1.741934 -1.88 -0.16 0.26
C 2.373677 -0.864887 2.153034 0.59 4.33 1.02
C 1.059163 -0.152595 2.288536 1.76 1.71 0.43
C 0.955434 1.310421 2.675160 3.04 -1.40 -0.20
C 2.193707 2.152743 2.954717 -0.02 -3.95 -1.22
C 3.542038 1.443062 2.816725 -2.64 -1.30 -0.59
C 3.625141 -0.032468 2.426112 -2.53 1.42 0.15
C 1.909094 -3.222505 2.663538 -1.02 -3.56 2.83
C 0.450612 -3.307058 3.041565 1.50 -1.95 1.45
C -0.064860 -4.368739 4.011283 2.74 0.18 -0.79
C 0.852980 -5.423997 4.624460 0.74 3.30 -2.82
C 2.309602 -5.364975 4.212731 -2.08 1.63 -0.64
C 2.822995 -4.284141 3.278912 -2.67 -0.08 0.37
C -3.283025 0.844686 -3.193986 0.15 1.37 3.25
C -4.589808 1.261363 -2.516695 2.04 0.19 0.78
C -4.701210 1.791580 -1.097387 2.27 -0.27 -0.96
C -6.093052 2.166421 -0.441247 1.98 -1.67 -0.46
C -7.037444 0.865342 -0.504585 -3.40 3.23 -0.90
O -8.212557 1.080633 -0.740909 3.37 -1.70 0.88
Br -6.315540 -0.962706 -0.197602 -0.14 0.89 -0.10
C -5.736176 1.002620 -3.570088 0.45 0.44 0.84
O -6.911767 1.337275 -3.545191 2.94 -1.19 -0.08
N -5.053258 0.288195 -4.653801 0.27 -0.54 -0.43
C -3.583881 0.356079 -4.662389 -0.53 0.68 1.65
O -2.843698 0.106443 -5.600530 -1.95 -0.18 2.28
H -1.839792 4.160667 0.981006 -1.38 0.14 0.19
H -3.630017 4.634021 0.607356 1.03 -0.53 0.89
H -3.055410 4.329283 2.374796 0.22 -0.04 -1.63
H -2.449672 1.897808 1.683175 -1.05 0.70 -0.77
H -4.220447 2.267212 1.833645 0.99 0.26 -1.11
H -1.175247 1.629365 -0.388399 -1.26 -0.10 -0.73
H -0.628237 0.544920 -4.092216 -0.19 0.03 2.13
H 0.243116 1.283998 -2.613586 -1.19 -0.95 -0.20
H -0.950975 -1.693514 -2.829077 0.93 0.83 0.76
H 0.828623 -1.240044 -2.867989 -2.07 -0.29 2.76
H -1.176930 -0.874585 -0.365485 1.25 -0.08 -0.47
H 0.636072 -0.324137 -0.434305 -1.31 -0.72 -0.23
H 0.093234 -0.687570 2.066430 1.28 0.55 0.22
H -0.079938 1.750571 2.748979 1.49 -0.24 -0.17
H 2.074000 3.241112 3.209837 0.34 -1.42 -0.20
H 4.494080 2.042610 2.983340 -1.44 -1.02 -0.19
H 4.641861 -0.519043 2.308864 -1.50 0.63 0.23
H -0.300563 -2.590480 2.610774 0.98 -1.00 0.55
H -1.177658 -4.335576 4.246130 1.73 -0.21 -0.27
H 0.405996 -6.173990 5.332196 0.83 0.84 -0.91
H 2.984207 -6.171882 4.644426 -0.74 1.41 -0.80
H 3.913197 -4.262976 2.989457 -1.43 -0.04 0.44
H -6.521934 3.045512 -1.002725 -0.07 -1.27 0.75
H -5.903990 2.400313 0.649113 -0.43 -0.15 -1.31
H -5.363010 -0.689979 -4.765486 -0.21 1.01 -0.48
K 1.401686 -0.573128 -4.611341 0.92 0.58 -2.34
C -5.109094 -4.059366 -6.000312 0.92 0.45 1.00
Cl -5.693779 -3.243344 -4.549856 -0.10 -0.24 -0.29
Cl -4.818036 -2.876325 -7.303927 -0.23 -0.23 -0.09
Cl -3.642337 -4.973360 -5.657339 -0.37 0.06 -0.23
H -5.879168 -4.761366 -6.326090 -0.03 -0.11 0.38
O 1.926034 1.782961 -7.618604 0.15 -0.01 0.11
H 1.116448 2.202650 -7.294687 -0.02 0.00 -0.10
H 1.794667 1.730226 -8.573391 0.05 -0.01 0.06
Cl -0.793560 0.907035 -7.098816 0.47 -0.10 0.26
C 7.125969 1.842781 -1.531458 -0.21 0.09 -0.29
C 7.039814 0.361824 -1.241198 0.13 1.29 0.26
C 8.241255 -0.420374 -1.688829 0.76 0.63 0.15
O 7.691367 -1.723889 -1.887885 -0.72 0.22 -0.23
C 6.364272 -1.543656 -2.205603 -1.67 0.16 -0.51
O 5.649613 -2.405365 -2.609066 0.86 0.24 0.13
O 5.989751 -0.257516 -1.999278 0.61 -1.22 -0.11
H 6.153474 2.317226 -1.386140 0.11 -0.06 0.17
H 7.855003 2.326421 -0.878638 -0.07 -0.08 0.00
H 7.413351 2.027056 -2.569708 0.04 -0.09 0.07
H 6.823343 0.199924 -0.179721 0.03 -0.12 -0.07
H 9.032159 -0.442251 -0.936388 -0.06 -0.10 -0.01
H 8.660428 -0.075216 -2.637883 -0.13 0.10 0.08
F 0.811507 3.679652 7.364679 3.39 1.97 1.06
P -0.298007 2.882961 6.452282 -1.06 0.74 -1.03
F -1.045141 3.166132 7.835548 -1.14 -0.14 0.10
F -1.732560 3.084543 5.727834 -2.19 -1.84 -0.32
F -0.019617 3.986258 5.316316 1.89 1.25 0.11
F -0.717014 1.331012 6.646382 -2.01 -1.61 1.09
F 0.937309 2.054562 5.838805 1.63 0.89 -1.00
Na 8.889545 -3.252787 -1.241215 0.56 -1.06 0.22
N -1.846214 0.515702 4.332812 -0.29 -0.33 -0.41
H -1.529498 1.118886 5.107688 0.03 -0.02 0.41
H -2.815714 0.230555 4.496551 0.13 0.10 0.06
H -1.786644 1.033008 3.451517 -0.09 -0.11 0.22
H -1.249293 -0.315618 4.283001 0.04 0.17 0.09
F 1.406094 5.539726 7.382420 -0.39 -1.26 -0.25
Al -6.535574 -4.769635 -8.373143 -0.27 0.03 -0.81

=====

31
Properties=species:S:1:pos:R:3:forces:R:3 method="wB97M-V/def2-TZVPD" e_tot_ha=-7611.8549 total_charge=-2 homo_energy_ev="-1.11 / -1.12"
Ti 0.659801 -2.184897 1.161687 -0.02 -0.01 0.02
C 0.797955 2.537846 -2.530244 0.00 0.00 0.00
C -0.275412 1.734745 -1.846260 0.00 0.00 0.00
C -0.970278 2.274410 -0.765451 0.00 0.00 0.00
C -1.889849 1.514038 -0.060790 0.01 0.00 0.00
C -2.135517 0.197330 -0.430586 -0.01 0.00 0.00
C -1.462849 -0.345587 -1.514153 0.00 -0.01 0.00
C -0.542286 0.422602 -2.216354 0.01 0.00 0.00
H 0.418520 3.504992 -2.870034 0.00 0.00 0.00
H 1.196941 2.002488 -3.392892 0.00 0.00 0.00
H 1.618797 2.732613 -1.836509 0.00 0.00 0.00
H -0.744866 3.285424 -0.442032 0.00 0.00 0.00
H -2.377301 1.932323 0.812030 0.00 0.00 0.00
H -2.807550 -0.421801 0.149814 -0.01 0.01 0.00
H -1.607079 -1.386558 -1.773856 0.00 0.00 0.01
H 0.020528 -0.030653 -3.025029 0.00 0.00 0.00
S -0.222008 -0.481809 2.717763 -0.01 0.00 0.00
C 0.819866 0.622653 1.883008 0.01 0.00 -0.01
S 1.840238 -0.066764 0.668679 0.00 -0.01 0.00
C 0.833386 1.981994 2.169764 -0.03 0.04 0.02
C -0.019730 2.558250 3.152733 0.04 -0.02 0.05
N -0.686100 3.067233 3.946607 -0.02 0.01 -0.03
C 1.649475 2.890900 1.439689 0.01 -0.09 -0.09
N 2.291723 3.637335 0.836143 -0.01 0.05 0.05
Se -1.615614 -3.331463 1.147720 0.02 0.02 0.01
Te -1.427418 -5.658012 0.166613 -0.01 -0.01 0.00
Te 0.729959 -5.377805 -1.521107 0.01 0.01 0.00
Se 1.275806 -2.926052 -1.208187 0.01 0.00 0.00
N 1.797310 -5.028485 2.008931 -0.01 -0.01 0.02
C 1.424407 -3.898678 1.771173 0.01 0.03 -0.05
H 1.409146 -5.758612 1.401130 0.00 0.00 0.00